1.
{"formula": "C30H20GaN4PSe", "method": "the ωB97M-V functional and the def2-TZVPD basis", "elements": ["Ga", "Se", "N", "C", "C", "C", "C", "C", "N", "C", "C", "N", "C", "C", "C", "C", "C", "N", "H", "H", "H", "H", "H", "H", "C", "C", "C", "C", "C", "C", "P", "C", "C", "C", "C", "C", "C", "C", "C", "C", "C", "C", "C", "H", "H", "H", "H", "H", "H", "H", "H", "H", "H", "H", "H", "H", "H"], "coordinates": [[-0.4025, -1.0868, -0.1366], [4.2705, -4.9212, 4.4434], [2.5476, -5.0852, 4.0851], [2.2532, -4.1455, 3.2244], [0.9189, -3.9582, 2.6588], [-0.1953, -4.7459, 2.9663], [-1.4082, -4.4712, 2.3675], [-1.4986, -3.4161, 1.4688], [-0.4358, -2.6657, 1.1691], [0.7468, -2.9314, 1.7510], [1.8394, -2.0618, 1.3525], [1.5337, -1.1166, 0.4429], [2.4772, -0.2819, 0.0154], [3.7775, -0.3517, 0.4969], [4.0984, -1.3126, 1.4335], [3.1110, -2.2011, 1.8748], [3.3333, -3.2747, 2.8413], [4.4930, -3.5148, 3.3961], [-0.0837, -5.5613, 3.6706], [-2.2871, -5.0610, 2.5861], [-2.4279, -3.1612, 0.9847], [2.1805, 0.4421, -0.7326], [4.5197, 0.3427, 0.1302], [5.1006, -1.4009, 1.8354], [0.5162, 3.8984, -4.8394], [0.3242, 4.4585, -3.5850], [0.0984, 3.6444, -2.4835], [0.0645, 2.2629, -2.6545], [0.2756, 1.6960, -3.9145], [0.4952, 2.5182, -5.0062], [-0.3574, 1.1539, -1.3087], [-0.4900, 2.1067, 0.2313], [0.6623, 2.7255, 0.7315], [0.6313, 3.3720, 1.9553], [-0.5433, 3.3939, 2.7008], [-1.6873, 2.7831, 2.2133], [-1.6668, 2.1368, 0.9815], [-1.9877, 0.4710, -1.6032], [-3.0177, 1.0370, -2.3438], [-4.2286, 0.3619, -2.4132], [-4.4098, -0.8400, -1.7350], [-3.3819, -1.4046, -0.9870], [-2.1529, -0.7550, -0.9477], [0.6828, 4.5401, -5.6944], [0.3467, 5.5330, -3.4604], [-0.0611, 4.0878, -1.5092], [0.2615, 0.6191, -4.0420], [0.6541, 2.0847, -5.9845], [1.5782, 2.7314, 0.1488], [1.5186, 3.8683, 2.3257], [-0.5663, 3.8976, 3.6583], [-2.6069, 2.8209, 2.7824], [-2.5717, 1.6809, 0.6004], [-2.8829, 1.9847, -2.8517], [-5.0380, 0.7748, -3.0004], [-5.3598, -1.3549, -1.7994], [-3.5617, -2.3470, -0.4913]], "forces_ev_per_a": [[0.1, -0.2, 0.0], [0.2, -0.1, 0.3], [0.0, 0.0, -0.1], [-0.1, 0.1, -0.1], [0.1, -0.1, 0.2], [0.0, -0.1, 0.1], [0.0, 0.0, 0.0], [0.2, 0.0, 0.1], [-0.2, 0.0, 0.0], [0.0, 0.1, -0.1], [-0.1, 0.0, 0.0], [0.0, 0.1, -0.2], [0.1, 0.0, 0.0], [0.0, 0.0, 0.0], [0.1, 0.0, 0.1], [0.2, -0.1, 0.1], [-0.1, 0.1, -0.1], [-0.1, -0.1, -0.1], [0.0, 0.0, 0.0], [0.0, 0.0, 0.0], [0.0, 0.0, 0.0], [0.0, 0.0, 0.0], [0.0, 0.0, 0.0], [0.0, 0.0, 0.0], [0.0, 0.0, 0.0], [0.0, 0.0, 0.0], [0.0, 0.0, -0.1], [0.1, -0.1, 0.0], [0.0, 0.1, 0.0], [0.0, 0.0, 0.0], [-0.1, 0.2, 0.2], [0.0, 0.1, 0.0], [0.0, 0.0, 0.0], [0.0, 0.0, 0.0], [0.0, 0.0, 0.0], [0.0, 0.0, 0.0], [0.1, 0.1, 0.0], [-0.4, 0.0, -0.2], [0.0, 0.0, 0.1], [0.0, 0.0, 0.0], [0.0, -0.1, 0.1], [-0.1, 0.2, -0.1], [0.2, -0.1, 0.0], [0.0, 0.0, 0.0], [0.0, 0.0, 0.0], [0.0, 0.0, 0.0], [0.0, 0.0, 0.0], [0.0, 0.0, 0.0], [0.0, 0.0, 0.0], [0.0, 0.0, 0.0], [0.0, 0.0, 0.0], [0.0, 0.0, 0.0], [0.0, 0.0, 0.0], [0.0, 0.0, 0.0], [0.0, 0.0, 0.0], [0.0, 0.0, 0.0], [0.0, 0.0, 0.0]], "nbo_charge": [1.680, 1.089, -0.581, 0.086, 0.016, -0.069, -0.223, 0.109, -0.600, 0.145, 0.251, -0.622, 0.117, -0.229, -0.047, -0.070, 0.092, -0.579, 0.268, 0.264, 0.228, 0.235, 0.263, 0.269, -0.162, -0.182, -0.217, -0.315, -0.201, -0.196, 0.875, -0.406, -0.162, -0.209, -0.175, -0.179, -0.215, -0.376, -0.177, -0.155, -0.191, -0.130, -0.570, 0.240, 0.238, 0.231, 0.219, 0.239, 0.208, 0.236, 0.240, 0.237, 0.231, 0.243, 0.245, 0.243, 0.203], "total_charge": 2, "lumo_ev": -7.26, "multiplicity": 1, "relative_energy_ev": 0.260, "orbital_gap_ev": 6.676, "total_energy_ha": -6041.3323}

***

2.
{"formula": "C30H21BF4N6Ru", "method": "the ωB97M-V functional and the def2-TZVPD basis", "elements": ["Ru", "C", "C", "N", "C", "C", "C", "C", "C", "C", "C", "N", "C", "C", "C", "C", "C", "C", "C", "C", "N", "C", "H", "H", "H", "H", "H", "H", "H", "H", "H", "H", "H", "H", "F", "B", "F", "F", "F", "N", "C", "C", "C", "C", "C", "C", "N", "C", "C", "C", "C", "N", "C", "C", "H", "H", "H", "H", "H", "H", "H", "H", "H"], "coordinates": [[-0.5603, -0.4785, 0.1320], [-0.8712, -0.7803, -4.2322], [-1.1535, -0.9477, -2.8657], [-0.3571, -0.4898, -1.9258], [0.8010, 0.1527, -2.2739], [1.1318, 0.4009, -3.6121], [0.2538, -0.1002, -4.6018], [2.3043, 1.1419, -3.8979], [3.0748, 1.6101, -2.8734], [2.7611, 1.3326, -1.5250], [1.6588, 0.5723, -1.2090], [1.2089, 0.1833, 0.0597], [1.9162, 0.1828, 1.2655], [3.2707, 0.3332, 1.4560], [3.8152, 0.3159, 2.7571], [3.0284, 0.1354, 3.8569], [1.6385, -0.0840, 3.6975], [0.7578, -0.3472, 4.7715], [-0.5582, -0.6086, 4.5222], [-1.0138, -0.6239, 3.1938], [-0.2233, -0.3650, 2.1751], [1.0963, -0.0768, 2.4053], [-1.5551, -1.1822, -4.9653], [-2.0444, -1.4655, -2.5315], [0.4862, 0.0620, -5.6467], [2.5658, 1.3424, -4.9284], [3.9539, 2.2026, -3.0869], [3.3881, 1.7474, -0.7526], [3.9406, 0.4281, 0.6175], [4.8828, 0.4442, 2.8720], [3.4539, 0.1292, 4.8516], [1.1436, -0.3528, 5.7832], [-1.2525, -0.8280, 5.3198], [-2.0381, -0.8805, 2.9580], [-0.2220, -2.5836, 0.1776], [-1.6203, -3.0012, 0.4284], [-2.3339, -1.7283, 0.0864], [-1.9852, -3.9771, -0.4169], [-1.7944, -3.2169, 1.7547], [-4.7916, 5.2666, -0.3546], [-5.0235, 6.6255, -0.3393], [-6.1800, 7.3839, -0.5078], [-6.0311, 8.7510, -0.4262], [-4.7788, 9.3491, -0.1856], [-3.6411, 8.5938, -0.0203], [-3.7699, 7.2041, -0.0994], [-2.8100, 6.2202, 0.0254], [-3.4506, 5.0945, -0.1305], [-2.7892, 3.7924, -0.0712], [-1.4170, 3.7447, 0.1693], [-0.7782, 2.5285, 0.2273], [-1.4273, 1.3647, 0.0548], [-2.7476, 1.4013, -0.1766], [-3.4548, 2.5819, -0.2432], [-5.4820, 4.5527, -0.5012], [-7.1447, 6.9307, -0.6925], [-6.8990, 9.3845, -0.5500], [-4.7178, 10.4275, -0.1307], [-2.6765, 9.0461, 0.1648], [-0.8682, 4.6646, 0.3095], [0.2830, 2.4625, 0.4176], [-3.2395, 0.4456, -0.3074], [-4.5180, 2.5306, -0.4313]], "forces_ev_per_a": [[0.1, -0.1, -0.1], [0.0, 0.0, 0.0], [0.0, 0.0, 0.0], [0.0, 0.0, 0.0], [0.0, 0.0, 0.1], [0.0, 0.0, 0.0], [0.0, 0.0, 0.0], [0.0, 0.0, 0.0], [0.0, 0.0, 0.0], [0.0, 0.0, 0.0], [0.0, 0.0, 0.0], [0.0, 0.1, -0.1], [0.0, 0.0, 0.0], [0.0, 0.0, 0.0], [0.0, 0.0, 0.0], [0.0, 0.0, 0.0], [0.0, 0.0, 0.0], [0.0, 0.0, 0.0], [0.0, 0.0, 0.0], [0.0, 0.0, 0.0], [0.0, 0.0, 0.0], [0.0, 0.0, 0.0], [0.0, 0.0, 0.0], [0.0, 0.0, 0.0], [0.0, 0.0, 0.0], [0.0, 0.0, 0.0], [0.0, 0.0, 0.0], [0.0, 0.0, 0.0], [0.0, 0.0, 0.0], [0.0, 0.0, 0.0], [0.0, 0.0, 0.0], [0.0, 0.0, 0.0], [0.0, 0.0, 0.0], [0.0, 0.0, 0.0], [0.0, 0.0, 0.1], [0.0, 0.0, 0.1], [0.0, 0.1, 0.0], [0.0, 0.0, -0.1], [0.0, -0.1, 0.1], [0.0, 0.0, 0.0], [0.0, 0.0, 0.0], [0.0, 0.0, 0.0], [0.0, 0.0, 0.0], [0.0, 0.0, 0.0], [0.0, 0.0, 0.0], [0.0, 0.0, 0.0], [0.0, 0.0, 0.0], [0.0, 0.0, 0.0], [0.0, 0.0, 0.0], [0.0, 0.0, 0.0], [0.0, 0.0, 0.0], [0.0, 0.0, 0.0], [0.0, 0.0, 0.0], [0.0, 0.0, 0.0], [0.0, 0.0, 0.0], [0.0, 0.0, 0.0], [0.0, 0.0, 0.0], [0.0, 0.0, 0.0], [0.0, 0.0, 0.0], [0.0, 0.0, 0.0], [0.0, 0.0, 0.0], [0.0, 0.0, 0.0], [0.0, 0.0, 0.0]], "lowdin_spin": [0.553, -0.007, 0.011, -0.010, 0.009, -0.001, 0.009, 0.049, -0.004, 0.055, -0.008, 0.192, -0.011, 0.060, -0.005, 0.055, -0.001, 0.010, -0.008, 0.012, -0.009, 0.009, -0.001, 0.001, 0.000, 0.002, -0.001, 0.003, 0.004, -0.002, 0.003, 0.000, -0.001, 0.001, 0.009, 0.001, 0.010, 0.000, 0.000, 0.000, 0.000, 0.000, 0.000, 0.000, 0.000, 0.000, 0.000, 0.000, 0.000, 0.000, 0.001, 0.005, 0.003, 0.000, 0.000, 0.000, 0.000, 0.000, 0.000, 0.000, 0.000, 0.001, 0.000], "total_charge": 1, "lumo_ev": [-3.17, -4.55], "multiplicity": 2, "relative_energy_ev": 0.000, "orbital_gap_ev": [7.377, 6.221], "total_energy_ha": -2003.7149}